# C19H23MgN3O8S

A molecular structure, C19H23MgN3O8S at a distorted geometry (ωB97M-V/def2-TZVPD, the Open Molecules 2025 dataset).

The calculation puts the HOMO-LUMO gap at 0.2602 hartree. As for the LUMO energy: -1.064 eV. For the energy relative to the best compared isomer or geometry (same formula, charge and spin), the calculation gives 41.41 kcal per mole.

The geometry in ORCA input format:
```
! wB97M-V def2-TZVPD RIJCOSX def2/J DEFGRID3
* xyz 0 1
C -0.775 4.681 3.221
O 0.110 -0.383 -1.415
C 1.516 -3.721 1.039
C -1.981 4.192 2.741
S 1.710 1.689 2.117
N 1.577 1.588 0.501
O 0.759 -1.731 4.002
C 0.525 -3.232 2.147
N -1.028 0.259 -3.246
C 1.231 2.190 -2.908
C -2.021 3.000 2.059
H 0.028 -5.812 0.408
C 0.358 3.921 3.004
C 0.859 -1.886 2.798
O -1.016 1.183 1.146
H -0.800 2.295 -1.181
H 1.964 -4.678 1.296
H 1.079 -3.750 -1.131
C -1.254 2.448 -2.165
H 0.020 3.932 -3.053
C -0.138 2.857 -3.153
C 0.578 -3.790 -0.171
H -2.793 1.350 -3.272
O 1.114 -0.952 1.938
C -1.983 1.150 -2.572
N -0.907 2.259 1.819
H -2.416 -4.089 0.507
H -0.911 -5.186 -0.951
C 0.137 0.070 -2.551
H -2.905 4.733 2.888
O 3.581 -2.619 1.568
C -0.449 -4.923 -0.001
H -1.628 -4.894 1.876
H 1.503 2.349 -1.865
H -1.385 -2.178 1.704
H 2.257 0.284 -2.743
H -2.928 2.566 1.670
H -0.464 2.694 -4.186
H 1.977 2.695 -3.524
H 1.326 4.238 3.366
C 2.665 -2.699 0.770
H -0.864 0.547 -4.197
O 2.287 0.784 -0.134
H -1.980 3.259 -2.081
H 1.352 0.477 -4.273
C 0.290 2.728 2.307
O 2.533 -2.023 -0.329
H 0.371 -3.963 2.937
O -0.209 -2.590 0.030
C 1.347 0.666 -3.198
H -0.718 5.621 3.749
H -2.385 0.648 -1.694
C -1.458 -4.289 0.987
Mg 1.095 -0.997 0.087
C -0.752 -2.971 1.310
*
```